Record 1
This record from the OMol25 dataset describes a 2-piece molecular cluster, C13H24F6O3P overall in a non-equilibrium geometry. The level of theory is ωB97M-V/def2-TZVPD.

Values from the calculation:
HOMO-LUMO gap = 10.261 eV
E_tot = -1676.25780 hartree
multiplicity = 1
E_LUMO = 2.51 eV
total charge = -1

Structure (XYZ):
```
47
Properties=species:S:1:pos:R:3:forces:R:3
C 3.919 2.595 -0.259 0.0 0.1 0.3
C 2.801 1.560 -0.059 -0.1 0.0 0.1
C 2.634 0.570 -1.231 0.1 0.0 -0.1
C 2.952 -0.915 -0.929 0.0 0.1 -0.1
C 1.776 -1.893 -1.063 0.0 0.1 -0.1
C 0.505 -1.670 -0.174 0.2 0.0 -0.1
C -0.622 -1.031 -1.002 -0.1 -0.1 0.3
C -1.739 -0.318 -0.222 0.0 0.2 -0.3
C -1.527 1.201 -0.140 -0.1 -0.2 0.2
C -1.624 1.922 -1.486 0.0 0.0 0.0
O -0.342 2.341 -2.006 -0.1 -0.1 0.0
C 0.810 -1.071 1.201 -0.5 -0.2 0.2
C 1.552 -2.214 1.884 0.3 0.1 0.2
O 0.928 -3.407 1.367 -0.2 0.4 0.2
C 0.126 -3.065 0.316 -0.6 -0.9 -0.2
O -0.702 -3.835 -0.099 0.7 0.6 0.0
H 4.428 2.813 0.686 0.0 0.0 -0.1
H 3.520 3.546 -0.622 0.1 -0.1 -0.1
H 4.673 2.240 -0.965 0.0 0.0 0.0
H 1.854 2.087 0.097 0.1 0.0 0.0
H 2.986 1.003 0.865 0.1 0.0 -0.1
H 1.623 0.655 -1.633 0.1 0.0 0.1
H 3.297 0.901 -2.038 -0.1 0.0 0.0
H 3.433 -0.992 0.052 -0.1 0.0 0.0
H 3.706 -1.258 -1.647 0.0 0.0 0.1
H 1.438 -1.842 -2.104 0.0 -0.1 0.1
H 2.158 -2.911 -0.923 0.0 0.1 0.0
H -1.043 -1.831 -1.621 0.1 0.0 0.1
H -0.159 -0.319 -1.688 -0.1 0.0 0.0
H -2.699 -0.496 -0.714 0.1 0.0 0.1
H -1.868 -0.705 0.789 -0.1 -0.1 -0.1
H -0.541 1.412 0.293 -0.1 0.1 0.0
H -2.284 1.602 0.539 0.1 0.0 -0.1
H -2.115 1.271 -2.217 -0.1 0.1 0.0
H -2.230 2.824 -1.383 0.1 0.0 0.0
H -0.129 1.787 -2.759 0.0 0.0 0.0
H -0.145 -1.014 1.733 0.1 0.2 -0.1
H 1.239 -0.073 1.244 0.4 -0.2 -0.1
H 1.419 -2.198 2.968 0.0 -0.1 -0.1
H 2.626 -2.270 1.682 -0.1 0.1 -0.1
F -6.328 -0.726 2.368 0.2 -0.1 -0.9
P -5.240 0.424 1.900 -0.1 0.1 0.0
F -6.542 1.136 1.168 0.7 0.7 0.1
F -3.884 1.351 2.171 -0.6 0.6 -0.4
F -4.192 -0.847 2.092 -0.1 0.4 0.8
F -5.752 1.243 3.241 0.6 -0.8 0.3
F -4.694 0.416 0.328 -0.6 -0.8 0.1
```
Forces are in eV/Å.


Record 2
This record from the OMol25 dataset describes a 3-piece molecular cluster, C17H19BNO12 overall in a non-equilibrium geometry. The level of theory is ωB97M-V/def2-TZVPD.

Values from the calculation:
HOMO-LUMO gap = 4.235 eV
E_tot = -1641.80629 hartree
multiplicity = 1
E_LUMO = 0.31 eV
total charge = -1

Structure (XYZ):
```
50
Properties=species:S:1:pos:R:3:forces:R:3
N -2.940 1.808 -0.275 0.0 -0.4 -0.2
B -2.367 0.317 -0.494 -0.1 2.3 0.8
C -1.143 0.113 0.592 -0.7 -1.0 -0.6
C -1.189 -1.177 1.429 1.5 0.2 0.4
C -0.749 -2.366 0.632 1.1 2.1 2.5
O -1.383 -2.821 -0.212 -2.5 -2.4 -3.4
O 0.479 -2.917 0.933 0.8 0.0 0.0
O -3.556 -0.544 -0.407 0.3 0.0 -0.2
C -4.030 -0.576 -1.718 -0.3 -0.4 -1.1
C -3.101 0.309 -2.618 0.5 -1.6 1.0
O -1.891 0.333 -1.883 -0.1 -0.1 0.0
H -2.133 2.421 -0.210 -0.1 0.3 0.2
H -3.459 1.835 0.597 0.1 0.2 0.1
H -0.208 0.151 0.032 0.3 0.0 0.0
H -1.127 0.939 1.286 0.0 0.3 0.2
H -2.154 -1.388 1.863 -0.5 0.1 -0.1
H -0.465 -1.076 2.240 -0.1 -0.1 0.4
H 1.141 -2.232 0.753 0.1 -0.1 0.2
H -4.031 -1.612 -2.073 0.2 -0.2 -0.1
H -5.073 -0.264 -1.858 -0.1 0.3 0.5
H -2.821 -0.209 -3.529 -0.6 0.1 -0.7
H -3.571 1.272 -2.758 0.2 0.5 -0.2
C 0.361 3.793 3.609 0.0 -0.1 -0.2
C 0.614 4.277 4.830 -0.3 0.0 -0.2
C 1.878 3.948 5.566 0.5 -0.3 -0.1
O 2.051 4.440 6.668 -0.2 0.1 0.0
C 2.833 3.053 4.930 0.0 0.2 0.2
C 2.581 2.563 3.709 0.3 -0.1 0.3
C 1.329 2.914 2.959 -0.6 0.3 0.0
O 1.175 2.450 1.850 0.3 -0.1 0.0
O 3.410 1.742 3.078 -0.2 0.0 -0.2
O -0.230 5.083 5.475 0.2 0.0 0.2
H -0.546 4.025 3.067 0.0 0.0 0.0
H 3.732 2.809 5.478 0.0 0.0 0.0
H 2.985 1.541 2.219 0.0 0.0 0.0
H 0.195 5.285 6.330 0.0 0.0 0.0
C 2.362 -2.367 -4.888 -0.1 -0.2 -0.2
C 2.501 -1.722 -3.725 0.1 0.2 -0.3
C 1.828 -2.200 -2.472 -0.5 -0.4 0.2
O 2.022 -1.574 -1.445 0.3 0.2 -0.1
C 0.983 -3.382 -2.553 0.1 0.1 0.3
C 0.839 -4.024 -3.717 -0.1 0.0 0.3
C 1.534 -3.564 -4.963 0.3 0.4 -0.2
O 1.379 -4.205 -5.988 -0.1 -0.2 0.1
O 0.077 -5.108 -3.853 0.1 0.0 -0.3
O 3.239 -0.624 -3.595 0.0 0.0 0.3
H 2.844 -2.034 -5.797 0.0 0.0 0.0
H 0.486 -3.701 -1.645 -0.1 0.1 0.0
H 0.148 -5.369 -4.791 0.0 0.0 0.0
H 3.161 -0.362 -2.656 -0.1 0.0 0.0
```
Forces are in eV/Å.


Record 3
This record from the OMol25 dataset describes one molecule with the formula C26H36N4O4. The level of theory is ωB97M-V/def2-TZVPD.

Values from the calculation:
HOMO-LUMO gap = 9.029 eV
E_tot = -1532.47326 hartree
multiplicity = 1
E_LUMO = 0.39 eV
structure (SMILES) = CCCCNC(=O)CCCn1c(=O)c2ccccc2n(CC(=O)NCCC2=CCCCC2)c1=O

Structure (XYZ):
```
70
Properties=species:S:1:pos:R:3:forces:R:3
C -5.800 -1.035 -1.115 0.1 -0.1 0.2
C -4.854 -0.841 0.064 -0.1 0.3 -0.1
C -4.261 0.566 0.080 0.1 -0.3 0.2
C -3.301 0.766 1.252 -0.1 -0.1 -0.1
N -2.578 2.013 1.129 -0.3 0.1 0.1
C -1.256 2.117 0.913 -0.5 0.7 0.2
O -0.492 1.166 0.943 0.4 -0.3 0.1
C -0.795 3.555 0.721 0.4 -0.1 -0.1
H -1.555 4.104 0.163 -0.1 0.0 0.1
H -0.719 3.998 1.719 -0.1 0.0 0.0
C 0.552 3.683 0.015 -0.2 -0.1 -0.1
C 0.510 3.260 -1.457 0.1 0.4 0.0
N 0.735 1.830 -1.617 0.1 0.2 -0.2
C -0.367 1.011 -1.725 -0.1 -0.1 -0.3
O -1.494 1.464 -1.793 -0.1 0.2 0.0
N -0.130 -0.344 -1.776 -0.3 0.0 0.1
C 1.141 -0.883 -1.805 0.8 0.1 -0.1
C 1.362 -2.259 -1.911 -0.1 0.0 0.0
C 2.651 -2.751 -1.955 0.0 0.1 0.0
C 3.749 -1.899 -1.894 0.1 0.0 0.0
C 3.543 -0.543 -1.784 -0.2 0.1 0.0
C 2.247 -0.028 -1.741 0.1 -0.4 0.0
C 2.056 1.412 -1.601 0.0 0.0 -0.1
O 2.961 2.214 -1.490 0.1 0.0 0.1
H 4.363 0.156 -1.725 0.1 0.1 0.0
H 4.749 -2.301 -1.928 0.1 0.0 0.0
H 2.803 -3.817 -2.036 0.0 -0.1 0.0
H 0.538 -2.950 -1.952 -0.1 -0.1 0.0
C -1.284 -1.217 -1.809 -0.3 -0.3 -0.1
H -2.169 -0.575 -1.806 0.1 -0.2 0.0
H -1.298 -1.810 -2.729 0.0 0.0 0.2
C -1.376 -2.176 -0.615 0.1 0.4 -0.1
O -1.870 -3.280 -0.746 -0.2 -0.3 -0.2
N -0.916 -1.685 0.542 0.2 0.1 0.3
H -0.534 -0.745 0.606 -0.1 0.0 -0.2
C -0.896 -2.470 1.755 0.0 -0.3 0.1
H -1.420 -3.404 1.541 0.0 0.2 0.1
H -1.437 -1.930 2.539 0.0 -0.1 0.0
C 0.539 -2.764 2.214 -0.1 0.2 -0.1
C 1.315 -1.503 2.478 0.0 -0.4 0.1
C 2.237 -1.064 1.632 0.1 0.1 -0.1
C 3.034 0.189 1.817 0.0 0.1 0.2
C 2.915 0.730 3.238 -0.1 0.1 -0.2
C 1.457 0.683 3.677 0.1 -0.1 0.2
C 0.993 -0.768 3.750 0.0 0.3 -0.1
H -0.082 -0.806 3.941 0.0 -0.1 0.1
H 1.488 -1.275 4.586 -0.1 0.0 0.1
H 1.330 1.168 4.647 0.0 0.0 0.0
H 0.846 1.211 2.942 0.0 0.1 0.0
H 3.297 1.752 3.281 0.1 0.0 0.0
H 3.515 0.118 3.915 0.1 0.0 0.1
H 4.081 -0.003 1.566 0.0 0.0 -0.1
H 2.670 0.936 1.105 0.1 0.1 0.0
H 2.446 -1.620 0.728 -0.1 -0.2 -0.1
H 0.487 -3.366 3.124 0.0 -0.1 0.0
H 1.039 -3.349 1.440 0.0 -0.1 0.0
H 1.311 3.763 -2.002 -0.2 -0.1 0.1
H -0.456 3.498 -1.906 0.2 0.0 0.0
H 1.298 3.080 0.534 0.1 0.1 0.0
H 0.871 4.725 0.064 0.0 0.0 0.0
H -3.147 2.837 1.015 0.2 0.0 0.0
H -2.564 -0.035 1.274 -0.1 0.0 0.1
H -3.852 0.764 2.200 0.1 -0.1 -0.1
H -3.716 0.754 -0.847 0.0 0.0 0.0
H -5.070 1.300 0.142 0.0 0.1 -0.1
H -4.051 -1.578 0.005 0.1 -0.1 0.1
H -5.395 -1.015 0.997 0.0 -0.1 0.1
H -6.630 -0.335 -1.062 -0.1 0.1 0.0
H -6.200 -2.046 -1.117 -0.1 -0.1 -0.1
H -5.274 -0.874 -2.053 0.0 0.0 -0.1
```
Forces are in eV/Å.


Record 4
This record from the OMol25 dataset describes one molecule with the formula C25H17N3O2 in a non-equilibrium geometry. The level of theory is ωB97M-V/def2-TZVPD.

Values from the calculation:
HOMO-LUMO gap = 8.068 eV
E_tot = -1277.59167 hartree
multiplicity = 1
E_LUMO = -0.46 eV
structure (SMILES) = O=C(Nc1ccccc1)c1nn(C(=O)c2cccc3ccccc23)c2ccccc12

Structure (XYZ):
```
47
Properties=species:S:1:pos:R:3:forces:R:3
O -2.078 1.455 2.208 1.7 -0.8 -2.4
O 3.227 -2.665 1.250 -2.7 2.5 -0.7
N 0.870 -0.027 1.089 1.3 -1.4 -2.4
C -1.220 1.073 1.372 -1.6 1.4 1.6
C 2.448 -1.797 0.729 3.2 -3.8 5.2
C -0.134 0.200 1.810 -1.1 -0.6 2.8
C -3.310 4.460 -1.671 0.7 0.6 -0.9
C -0.534 -1.714 5.119 0.4 -0.2 -0.3
C -3.998 3.556 -0.909 3.7 -0.6 0.3
C -1.953 4.268 -1.934 0.3 0.3 -1.2
C 0.539 -2.531 4.926 1.7 -1.9 -0.8
C -0.818 -0.749 4.199 -0.9 0.4 -0.6
C -3.229 2.534 -0.292 -3.2 -0.3 0.9
C -1.269 3.177 -1.424 1.5 1.7 -0.4
C 1.333 -2.467 3.724 -0.2 -0.7 2.7
C -0.783 -1.203 -3.196 1.9 0.7 -1.1
C 3.991 -0.716 -2.509 -0.9 -1.4 1.7
C -0.922 -1.769 -1.921 -0.4 0.2 -0.9
C 3.904 -1.171 -1.148 -1.8 0.1 -0.6
C -0.102 -0.649 3.004 -0.1 0.0 0.5
C -1.886 2.421 -0.482 0.0 -1.1 -1.1
C 1.000 -1.514 2.806 -0.9 0.8 -0.5
C 0.518 -0.799 -3.598 -4.0 -1.3 0.9
C 2.836 -0.698 -3.236 2.7 1.3 -1.5
C 0.181 -1.979 -1.158 -0.4 -0.8 2.4
C 2.632 -1.550 -0.634 1.1 1.9 -3.1
C 1.592 -0.971 -2.759 0.1 -0.8 1.0
C 1.501 -1.533 -1.479 -1.9 0.1 -0.2
N -1.132 1.369 0.029 -0.6 -0.5 2.6
N 1.509 -1.139 1.565 1.5 0.2 -1.1
H -3.828 5.288 -2.169 0.2 -0.3 0.3
H -1.154 -1.889 5.965 -0.4 0.3 0.6
H -4.990 3.782 -0.858 -2.7 -0.4 0.8
H -1.491 4.940 -2.663 0.1 -0.2 0.4
H 0.704 -3.313 5.722 0.3 0.9 -1.2
H -1.676 -0.178 4.469 -0.4 0.9 -0.6
H -3.752 1.777 0.324 0.5 0.6 -0.3
H -0.193 2.948 -1.588 -0.8 0.6 -0.3
H 2.220 -3.074 3.669 0.0 -0.1 -0.4
H -1.630 -1.186 -3.889 0.3 0.4 0.3
H 4.943 -0.494 -2.936 0.4 0.2 -0.2
H -1.933 -2.028 -1.593 0.5 -0.2 0.1
H 4.796 -1.176 -0.550 0.0 -0.1 0.5
H 0.683 -0.399 -4.548 0.2 0.5 -1.4
H 2.906 -0.439 -4.284 0.0 0.3 -0.1
H -0.095 -2.533 -0.224 1.0 0.7 -0.5
H -0.224 1.105 -0.327 -0.1 0.2 -0.5
```
Forces are in eV/Å.